21
Properties=species:S:1:pos:R:3 method="wB97M-V/def2-TZVPD" molar_mass_da=115.2 largest_force_ev_per_a=5.82 homo_lumo_gap_ha=0.207 lumo_energy_ev=-0.929 homo_ev=-6.55
C -0.580 0.255 0.521
N -1.768 0.120 -0.334
C -2.741 -0.726 0.048
O -3.859 -0.451 -0.479
C 0.584 -0.697 0.202
C 1.988 -0.690 -0.203
C 2.405 0.596 -0.764
C 3.132 1.373 0.324
H -0.963 0.592 1.468
H 1.169 0.282 2.924
H -2.240 0.820 -0.858
H -2.581 -1.723 0.418
H 0.129 -1.711 0.530
H 1.612 -0.091 2.529
H 2.480 -1.762 -0.042
H 0.795 -0.752 -0.910
H 2.787 0.708 -1.837
H 1.452 1.102 -0.786
H 2.409 1.644 1.098
H 3.781 0.737 0.883
H 3.685 2.264 -0.019